The following is a quantum chemistry calculation of a structure of composition C8H22AgN2O10S2 in a non-equilibrium geometry, from the Open Molecules 2025 dataset.

Summary:
lowest unoccupied orbital energy (spin up / spin down)	6.4 / 6.5	eV
orbital gap (spin up / spin down)	1.952 / 4.969	eV
⟨S²⟩	2.005

Structure (ORCA input):
```
! wB97M-V def2-TZVPD RIJCOSX def2/J DEFGRID3
* xyz -3 3
Ag -0.50 0.22 1.46
S -2.70 -0.34 3.29
S 0.69 2.29 3.00
O 1.57 0.07 0.19
O 1.85 3.06 2.69
O -0.41 2.39 2.03
O 0.99 0.86 2.93
O -3.55 -1.55 3.43
O 0.10 2.61 4.28
O -2.69 0.38 2.03
O -2.98 0.58 4.36
O -1.33 -0.79 3.35
O -0.46 2.30 -2.83
N -1.17 0.68 -0.68
N 0.06 -2.04 1.14
C 2.04 -1.27 -0.13
C -1.32 -1.35 -2.09
C 1.95 -3.61 1.10
C -0.99 3.41 -3.45
C 1.49 -2.16 1.04
C -1.13 1.05 -2.96
C 2.42 1.01 -0.34
C -0.70 0.05 -1.89
H 1.45 -4.20 0.32
H -1.14 1.66 -0.92
H -0.43 -2.79 0.66
H -0.98 -1.79 -3.03
H 2.77 0.90 -1.37
H 3.13 -1.32 -0.15
H 3.02 -3.78 0.99
H 2.10 2.03 -0.16
H -2.21 1.21 -2.87
H -0.21 4.17 -3.41
H -0.84 -2.03 -1.38
H -2.18 0.63 -0.66
H -2.41 -1.40 -2.08
H -1.87 3.80 -2.93
H -0.88 0.61 -3.92
H 1.52 -1.54 -1.05
H 0.38 -0.06 -1.97
H -1.26 3.16 -4.48
H 1.80 -4.13 2.04
H 3.31 1.02 0.29
H -0.13 -2.29 2.10
H 1.82 -1.72 1.98
*
```

Atom charges from the Löwdin analysis, given in e for atoms 1 to 2: 0.9678 0.0944



The following is a quantum chemistry calculation of a structure of composition C8H22KO4 in a non-equilibrium geometry, from the Open Molecules 2025 dataset.

Summary:
lowest unoccupied orbital energy	1.2	eV
orbital gap	3.953	eV

Structure (ORCA input):
```
! wB97M-V def2-TZVPD RIJCOSX def2/J DEFGRID3
* xyz -1 1
K -0.61 0.45 0.58
O -2.29 -0.77 -3.17
O -0.13 -4.05 -0.22
O 3.25 1.86 1.53
O -3.73 2.83 2.30
C -5.12 4.98 2.00
C 4.86 2.24 3.42
C -1.36 -0.76 -4.29
C -4.62 3.77 2.83
C 4.64 2.02 1.86
C -1.47 -1.79 -5.48
C 0.82 -4.88 -0.89
C 1.90 -5.39 0.05
H 2.73 2.65 1.71
H -0.35 -0.96 -3.93
H -4.39 4.11 3.85
H -0.65 -3.59 -0.88
H 4.50 3.25 3.62
H 1.36 -4.36 -1.68
H -5.69 4.71 1.11
H -5.55 3.26 3.06
H -1.32 0.25 -4.71
H -0.82 -1.42 -6.27
H 4.20 1.65 4.06
H -1.04 -2.75 -5.16
H 5.20 2.78 1.32
H 1.58 -6.09 0.82
H 5.16 1.13 1.50
H 2.37 -4.69 0.74
H -5.71 5.63 2.64
H 5.89 2.20 3.79
H 0.28 -5.77 -1.23
H -2.38 -1.91 -6.06
H -4.20 5.40 1.58
H 2.67 -5.99 -0.42
*
```

Atom charges from the Löwdin analysis, given in e for atoms 1 to 2: 0.8538 -0.4796



The following is a quantum chemistry calculation of a structure of composition C8H22LiNO4 in a non-equilibrium geometry, from the Open Molecules 2025 dataset.

Summary:
lowest unoccupied orbital energy	0.0	eV
orbital gap	6.309	eV
relative energy (zero: lowest compared OMol25 entry of this formula, charge and spin)	195.4	kcal per mole

Structure (ORCA input):
```
! wB97M-V def2-TZVPD RIJCOSX def2/J DEFGRID3
* xyz 0 1
O -0.82 -0.13 -1.29
O 2.39 2.50 -1.30
O -1.53 -1.71 1.20
O 0.04 -2.31 -1.84
N 0.19 0.43 0.68
C 0.85 -3.05 -1.01
C -0.98 -1.06 2.31
C 1.45 1.02 0.34
C 1.22 1.99 -0.86
C -1.60 0.68 -0.45
C 2.33 3.47 -2.40
C 0.41 -0.54 1.82
C -2.98 -2.02 1.45
Li 0.66 -1.11 0.00
H 1.97 3.01 -3.38
H 1.04 0.07 2.48
H 3.25 4.00 -2.46
H 1.88 -2.49 -1.13
H -1.81 -0.21 2.72
H 1.77 1.43 1.30
H -0.80 -1.59 3.34
H 1.01 -4.25 -1.10
H -3.70 -1.12 1.37
H 1.55 4.12 -2.39
H -1.03 -0.06 -2.26
H 1.11 -1.43 1.61
H 0.63 -3.00 0.17
H -0.23 1.10 1.02
H 2.02 0.26 0.14
H -3.02 -2.26 2.54
H -1.72 1.73 -0.88
H -2.65 0.43 -0.44
H 0.73 1.39 -1.74
H -3.25 -2.77 0.80
H -0.71 0.74 0.29
H 0.34 2.72 -0.64
*
```

Atom charges from the Löwdin analysis, given in e for atoms 1 to 2: -0.2036 -0.1552



The following is a quantum chemistry calculation of a cluster of 5 separate species, C8H22N4O10 in total in a non-equilibrium geometry, from the Open Molecules 2025 dataset.

Summary:
lowest unoccupied orbital energy	0.1	eV
orbital gap	10.107	eV
relative energy (zero: lowest compared OMol25 entry of this formula, charge and spin)	0.0	kcal per mole
structure (SMILES)	C[N+](=O)[O-].C[N+](=O)[O-].C[N+](=O)[O-].C[N+](=O)[O-].COCCOC

Structure (ORCA input):
```
! wB97M-V def2-TZVPD RIJCOSX def2/J DEFGRID3
* xyz 0 1
O 2.60 -4.86 -0.74
O -3.62 1.78 -2.85
O -4.24 3.71 -3.50
O -0.47 1.34 0.52
O -0.38 -1.51 4.53
O 1.37 -3.25 0.02
O -1.73 -0.45 3.21
O 0.93 -0.07 -1.92
O 5.08 -0.49 2.54
O 3.61 -1.96 2.91
N -4.26 2.79 -2.74
N -0.66 -0.59 3.79
N 4.14 -1.15 2.20
N 1.90 -3.87 -0.88
C 1.40 1.26 -1.78
C 0.35 0.52 3.65
C 3.58 -0.96 0.85
C -0.43 -0.04 0.16
C -1.80 1.82 0.51
C -5.19 2.87 -1.58
C 1.72 -3.39 -2.27
C -0.37 -0.27 -1.33
H 3.54 -1.97 0.44
H 0.29 1.22 4.47
H -1.73 2.88 0.72
H -6.10 3.31 -1.99
H 0.46 -0.54 0.58
H -4.72 3.52 -0.85
H 1.02 -4.11 -2.69
H -1.25 -0.55 0.68
H 0.60 1.99 -1.95
H 4.28 -0.36 0.27
H 1.27 -0.05 3.75
H -5.59 1.94 -1.17
H 0.29 0.92 2.64
H 2.60 -0.50 0.87
H 1.30 -2.39 -2.22
H 2.66 -3.47 -2.80
H -2.41 1.40 1.33
H -1.04 0.34 -1.94
H -2.32 1.59 -0.42
H 1.92 1.40 -0.84
H -0.61 -1.32 -1.55
H 2.02 1.52 -2.65
*
```

Atom charges from the Löwdin analysis, given in e for atoms 1 to 2: 0.0665 0.0569



The following is a quantum chemistry calculation of a structure of composition C8H23BN3O6Pd in a non-equilibrium geometry, from the Open Molecules 2025 dataset.

Summary:
lowest unoccupied orbital energy (spin up / spin down)	2.7 / 2.7	eV
orbital gap (spin up / spin down)	5.936 / 6.139	eV
⟨S²⟩	2.008
relative energy (zero: lowest compared OMol25 entry of this formula, charge and spin)	85.6	kcal per mole

Structure (ORCA input):
```
! wB97M-V def2-TZVPD RIJCOSX def2/J DEFGRID3
* xyz -1 3
Pd -1.01 -0.02 0.66
O -3.06 -0.21 1.47
O 3.16 -0.76 -2.33
O -4.53 1.50 1.49
O -2.64 1.56 0.51
O -0.05 1.06 2.31
O -1.70 -0.77 -1.38
N -3.29 -1.95 -2.33
N 0.48 1.31 -0.52
N -2.89 0.10 -3.10
C 1.81 0.66 -0.76
C 1.84 -0.37 -1.94
C -3.46 0.92 1.15
C -2.57 -0.86 -2.23
C 3.89 -1.50 -1.26
C 0.10 0.76 3.69
C 1.14 1.76 1.87
C 0.72 2.27 0.55
B 0.27 -1.82 1.20
H 1.09 3.26 0.29
H 3.54 -2.52 -1.46
H -0.78 0.21 4.05
H 1.35 2.63 2.49
H 1.37 -1.32 -1.70
H 4.92 -1.77 -1.49
H 1.26 -0.07 -2.82
H -3.76 -0.12 -3.56
H -3.15 -2.76 -1.75
H -4.06 -2.07 -2.96
H 0.98 0.15 3.85
H -0.73 -1.60 1.60
H 1.00 -1.19 1.72
H -0.29 2.66 0.65
H 2.09 1.22 1.81
H -2.31 0.93 -3.12
H 2.74 1.22 -0.84
H 1.98 0.00 0.09
H 0.01 1.71 4.21
H 3.67 -1.20 -0.24
H 0.51 -2.88 1.39
H 0.26 -1.87 0.11
H 0.11 1.72 -1.37
*
```

Atom charges from the Löwdin analysis, given in e for atoms 1 to 2: 0.9773 -0.0853



The following is a quantum chemistry calculation of a structure of composition C8H23CaINO4 in a non-equilibrium geometry, from the Open Molecules 2025 dataset.

Summary:
lowest unoccupied orbital energy	-3.3	eV
orbital gap	7.641	eV
relative energy (zero: lowest compared OMol25 entry of this formula, charge and spin)	1.8	kcal per mole

Structure (ORCA input):
```
! wB97M-V def2-TZVPD RIJCOSX def2/J DEFGRID3
* xyz 1 1
I -0.80 -0.59 2.71
Ca 0.04 0.29 -0.01
O 2.29 -0.59 0.56
O 1.44 2.22 0.91
O -1.85 2.01 0.35
O -2.32 -0.68 -1.13
N 0.36 -1.85 -0.95
C 1.25 2.98 2.12
C -1.93 -1.95 -1.57
C -2.13 3.25 -0.32
C -0.52 -1.98 -2.13
C -3.61 -0.68 -0.56
C 2.66 -1.78 -0.14
C 1.78 -1.87 -1.37
C 3.04 -0.44 1.75
H 4.12 -0.40 1.54
H 1.39 4.05 2.02
H 2.87 0.51 2.24
H -3.91 0.33 -0.28
H 1.97 -2.81 -1.90
H -0.46 -2.95 -2.62
H 1.96 2.61 2.88
H 2.79 -1.25 2.43
H 2.64 -2.66 0.51
H -3.21 3.40 -0.46
H -4.41 -1.10 -1.17
H -2.02 2.13 1.30
H -1.98 -2.67 -0.74
H -1.72 3.14 -1.33
H 2.10 -1.07 -2.04
H 3.69 -1.68 -0.49
H -1.65 4.09 0.18
H -0.28 -1.18 -2.83
H 2.01 2.76 0.35
H -3.57 -1.20 0.40
H 0.32 2.68 2.60
H 0.29 -2.73 -0.45
H -2.63 -2.34 -2.32
*
```

Atom charges from the Löwdin analysis, given in e for atoms 1 to 2: -0.0689 1.1216



The following is a quantum chemistry calculation of a structure of composition C8H23CdClNO4 in a non-equilibrium geometry, from the Open Molecules 2025 dataset.

Summary:
lowest unoccupied orbital energy	-8.8	eV
orbital gap	3.253	eV
relative energy (zero: lowest compared OMol25 entry of this formula, charge and spin)	144.3	kcal per mole

Structure (ORCA input):
```
! wB97M-V def2-TZVPD RIJCOSX def2/J DEFGRID3
* xyz 1 1
Cd 2.39 -0.13 3.04
Cl 2.24 -2.11 0.01
O 6.49 -0.26 -1.90
O -0.74 -2.99 -3.82
O -1.52 2.46 -0.70
O -0.49 -1.19 3.20
N -0.65 1.26 1.66
C -1.78 -0.81 2.62
C -0.78 2.71 1.54
C -1.79 0.74 2.46
C -0.50 -2.53 3.77
C -1.85 3.14 0.53
C -2.29 2.92 -1.85
C -2.05 -2.95 -3.36
C 7.10 -0.51 -3.21
H -2.58 -3.58 -4.07
H 6.48 -1.00 -3.96
H -0.89 3.17 2.52
H 0.38 -2.59 4.42
H 7.40 0.46 -3.61
H -1.26 -2.79 4.51
H -2.12 2.43 -2.81
H -2.81 2.82 0.92
H -0.83 1.01 0.70
H -3.36 2.74 -1.81
H 0.18 3.08 1.17
H -2.69 1.01 1.91
H 8.02 -1.09 -3.17
H -2.01 3.96 -2.02
H -1.95 1.24 3.41
H 5.70 -0.79 -1.79
H -0.36 -3.29 3.00
H -0.16 -2.98 -3.06
H -2.12 -3.35 -2.35
H -1.98 -1.32 1.68
H -1.84 4.23 0.47
H -2.41 -1.92 -3.31
H -2.54 -1.21 3.29
*
```

Atom charges from the Löwdin analysis, given in e for atoms 1 to 2: 1.2374 -0.3365



The following is a quantum chemistry calculation of a cluster of 3 separate species, C8H23NO5S2 in total in a non-equilibrium geometry, from the Open Molecules 2025 dataset.

Summary:
lowest unoccupied orbital energy	0.1	eV
orbital gap	9.386	eV

Structure (ORCA input):
```
! wB97M-V def2-TZVPD RIJCOSX def2/J DEFGRID3
* xyz 0 1
S -0.14 1.49 0.08
S -0.81 4.06 1.07
O -2.46 -2.99 2.49
O 1.02 0.50 -3.47
O -0.97 1.18 1.28
O -0.55 3.09 -0.33
O 1.51 1.44 0.48
N 2.16 2.66 0.50
C 1.60 1.72 -3.91
C -2.22 -1.59 2.40
C -1.20 -1.07 3.40
C -4.27 -2.85 4.14
C -2.94 -3.46 3.73
C 3.09 -0.45 -2.53
C 2.15 1.66 -5.33
C 1.89 -0.63 -3.44
H 2.66 2.93 1.32
H -1.86 -1.41 1.39
H 3.69 -1.36 -2.52
H 0.80 2.46 -3.87
H 1.28 -1.46 -3.08
H 2.96 0.94 -5.42
H -5.03 -3.04 3.38
H -4.61 -3.28 5.09
H -0.25 -1.59 3.27
H 2.20 -0.89 -4.46
H -3.17 -1.04 2.49
H 1.36 1.37 -6.03
H 0.48 4.48 1.31
H -2.19 -3.31 4.52
H -1.04 -0.01 3.25
H 2.76 -0.24 -1.51
H 2.37 2.05 -3.21
H 3.73 0.37 -2.85
H 2.54 2.64 -5.62
H -1.52 -1.23 4.43
H -4.20 -1.77 4.28
H 2.27 3.17 -0.35
H -3.06 -4.54 3.62
*
```

Atom charges from the Löwdin analysis, given in e for atoms 1 to 2: 0.9480 0.7618



The following is a quantum chemistry calculation of a structure of composition C8H23NO5Zn in a non-equilibrium geometry, from the Open Molecules 2025 dataset.

Summary:
lowest unoccupied orbital energy	-11.2	eV
orbital gap	4.716	eV
relative energy (zero: lowest compared OMol25 entry of this formula, charge and spin)	174.1	kcal per mole

Structure (ORCA input):
```
! wB97M-V def2-TZVPD RIJCOSX def2/J DEFGRID3
* xyz 2 1
Zn -0.27 0.16 -0.74
O 1.90 1.05 -2.68
O 1.31 -0.32 2.07
O -2.50 1.56 -2.40
O 1.17 -1.69 -2.71
O -1.68 2.97 -0.21
N -1.18 -1.54 1.66
C -0.46 -1.67 2.96
C -2.89 2.91 -2.32
C 1.04 -1.67 2.50
C 2.81 0.19 -3.19
C -2.93 3.32 -0.83
C 2.13 -1.20 -3.74
C -0.88 -3.01 3.57
C 2.17 0.35 2.87
H -2.20 3.56 -2.85
H 1.00 -2.61 -2.90
H -1.63 3.49 0.59
H 2.13 1.41 2.62
H 1.53 -1.06 -4.64
H -3.76 2.94 -0.23
H -2.09 -1.11 1.80
H 3.29 0.71 -4.02
H 2.96 -1.87 -3.93
H -0.66 -0.87 3.68
H 1.75 -2.08 3.22
H -1.70 -2.96 4.28
H 3.46 -0.04 -2.35
H 3.25 0.24 2.78
H -2.80 1.23 -3.25
H -1.64 -2.44 1.57
H 2.11 0.33 3.96
H -3.04 4.40 -0.72
H -1.06 -3.92 3.00
H 2.22 1.96 -2.72
H -3.94 2.92 -2.62
H 1.10 -2.39 1.68
H -0.04 -3.25 4.23
*
```

Atom charges from the Löwdin analysis, given in e for atoms 1 to 2: 1.3817 -0.0894



The following is a quantum chemistry calculation of a structure of composition C8H24BO12PTa in a non-equilibrium geometry, from the Open Molecules 2025 dataset.

Summary:
lowest unoccupied orbital energy	2.0	eV
orbital gap	7.455	eV
relative energy (zero: lowest compared OMol25 entry of this formula, charge and spin)	0.0	kcal per mole

Structure (ORCA input):
```
! wB97M-V def2-TZVPD RIJCOSX def2/J DEFGRID3
* xyz -1 1
Ta -1.25 0.99 0.26
P -1.91 3.56 0.07
O -2.80 3.86 -1.25
O 0.64 1.54 0.93
O 2.35 2.03 -0.61
O 4.37 -1.60 5.34
O -3.69 -0.80 -3.40
O -2.89 4.02 1.29
O 2.96 -0.46 4.19
O 4.94 -0.97 3.25
O -3.44 0.45 -5.26
O -3.69 -1.69 -5.48
O -0.74 4.43 0.04
O 2.04 -0.18 0.01
C -5.34 -3.20 -4.52
C -3.62 -0.69 -4.59
C 2.59 0.28 3.00
C 4.16 -1.00 4.16
C -3.34 1.60 -4.40
C -3.90 -2.98 -4.91
C 6.74 -1.20 5.79
C 5.66 -2.21 5.48
B 1.65 1.11 0.12
H -2.40 3.76 2.09
H -2.98 0.60 -0.25
H 2.73 -0.33 2.12
H -1.91 0.95 2.01
H 6.47 -0.61 6.66
H -3.23 -3.13 -4.07
H -2.58 1.46 -3.64
H 7.69 -1.70 5.99
H -4.31 1.80 -3.94
H -0.73 1.07 -1.54
H 1.74 2.71 -0.94
H -3.61 -3.68 -5.70
H -3.07 2.43 -5.05
H -3.14 2.99 -1.51
H 3.20 1.18 2.94
H -6.00 -3.02 -5.37
H -5.63 -2.53 -3.71
H 6.88 -0.52 4.95
H -0.87 -0.81 0.28
H -5.49 -4.23 -4.18
H 2.75 -0.19 -0.66
H 1.55 0.57 3.07
H 5.55 -2.91 6.31
H 5.90 -2.79 4.59
*
```

Atom charges from the Löwdin analysis, given in e for atoms 1 to 2: 1.1994 0.2149



The following is a quantum chemistry calculation of a structure of composition C8H24ClI2OP2ReS in a non-equilibrium geometry, from the Open Molecules 2025 dataset.

Summary:
lowest unoccupied orbital energy (spin up / spin down)	-12.0 / -12.8	eV
orbital gap (spin up / spin down)	6.782 / 5.951	eV
⟨S²⟩	3.769
relative energy (zero: lowest compared OMol25 entry of this formula, charge and spin)	0.0	kcal per mole

Structure (ORCA input):
```
! wB97M-V def2-TZVPD RIJCOSX def2/J DEFGRID3
* xyz 3 4
Re 0.01 0.27 0.02
I 0.04 2.03 -3.10
I -0.01 -0.76 -3.31
Cl 0.02 0.24 2.41
S 0.76 -4.59 0.40
P -2.03 1.18 0.00
P 2.11 1.17 0.00
O -0.09 -1.44 -0.30
C 2.70 2.78 0.66
C 0.35 -3.33 1.60
C -3.08 0.09 1.08
C -2.60 2.77 0.73
C 3.13 0.01 1.04
C -2.90 1.20 -1.63
C 2.93 1.01 -1.65
C -0.45 -4.41 -0.92
H 3.78 2.76 0.89
H 2.50 3.58 -0.08
H -0.68 -3.00 1.61
H -3.69 2.69 0.95
H -0.14 -3.69 -1.71
H 2.16 3.01 1.59
H 2.57 0.07 -2.10
H -0.56 -5.40 -1.35
H -2.77 0.18 2.13
H -2.45 3.56 -0.02
H 2.74 0.02 2.07
H 1.00 -2.45 1.43
H -2.57 2.11 -2.14
H 0.62 -3.67 2.61
H -3.04 -0.96 0.77
H 4.17 0.34 1.07
H -2.08 2.94 1.68
H -4.13 0.41 1.03
H -1.45 -4.09 -0.59
H 4.03 1.00 -1.54
H -2.60 0.30 -2.20
H 2.58 1.84 -2.28
H 3.08 -1.00 0.62
H -3.99 1.20 -1.47
*
```

Atom charges from the Löwdin analysis, given in e for atoms 1 to 2: 0.8223 0.5460



The following is a quantum chemistry calculation of a structure of composition C8H24ClINOP2Tc in a non-equilibrium geometry, from the Open Molecules 2025 dataset.

Summary:
lowest unoccupied orbital energy (spin up / spin down)	-12.4 / -14.1	eV
orbital gap (spin up / spin down)	7.562 / 5.617	eV
⟨S²⟩	3.787

Structure (ORCA input):
```
! wB97M-V def2-TZVPD RIJCOSX def2/J DEFGRID3
* xyz 3 4
I -2.20 -0.36 4.71
Tc 1.89 -0.66 -0.57
Cl 2.81 -0.47 -2.58
P 1.30 1.49 -0.44
P -0.01 -1.54 -1.33
O 0.12 -1.69 5.33
N -1.21 0.03 1.59
C 0.70 2.70 -1.77
C -1.00 -1.20 -2.91
C -0.35 -1.12 4.33
C 0.51 -3.31 -1.36
C 0.29 2.39 0.83
C 0.49 -1.09 3.04
C -1.60 -1.94 -0.45
C 2.89 2.15 0.24
H 0.63 -3.61 -0.30
H -0.30 -3.89 -1.82
H 1.45 -3.44 -1.92
H 0.10 -1.60 2.15
H 3.75 1.85 -0.38
H -1.36 -2.32 0.55
H -0.39 -0.79 -3.73
H 1.01 2.43 -2.78
H -2.11 -2.72 -1.04
H 0.77 -0.11 2.63
H -2.23 -1.05 -0.42
H 0.57 3.45 0.77
H -0.77 2.29 0.58
H -1.45 -2.16 -3.23
H 1.41 -1.59 3.34
H 1.10 3.69 -1.51
H -1.80 -0.49 -2.64
H 2.81 3.24 0.27
H -1.17 0.84 2.19
H -1.07 0.27 0.62
H 2.97 1.75 1.27
H -1.98 -0.59 1.75
H -0.40 2.72 -1.69
H 0.53 1.99 1.82
*
```

Atom charges from the Löwdin analysis, given in e for atoms 1 to 2: 1.4453 0.6479



> Number 4 is which compound?

C8H22N4O10